Entry from OMol25: one molecule with the formula CHN3O2 (the ωB97M-V functional and the def2-TZVPD basis).

CARTESIAN COORDINATES (ANGSTROEM)
1 C 0.53428 -0.04251 -0.11021
2 N 0.75390 1.46923 0.63936
3 N 0.73269 1.34475 -0.55438
4 N -0.79906 -0.55088 -0.00761
5 O -1.71104 0.23802 -0.06713
6 O -0.88383 -1.75165 0.10496
7 H 1.37307 -0.70696 -0.00499

Summary:
spin multiplicity: 1
HOMO level: -0.404 hartree
LUMO: -0.024 Eh
relative energy (zero: lowest compared OMol25 entry of this formula, charge and spin): 453.10 kJ/mol
SMILES string: O=[N+]([O-])C1N=N1
HOMO-LUMO gap: 10.34 eV
energy: -353.26058 Eh